Entry 1:
This record from OMol25 describes 4 unconnected molecules or ions with the total composition C9H12N2O3. The level of theory is wB97M-V/def2-TZVPD.

multiplicity: 1
energy above the lowest of the compared OMol25 structures with the same formula, charge and spin: 516.69 kJ/mol
LUMO energy: 0.40 eV
Kohn-Sham gap: 8.73 eV
SMILES: C=CC=C=NC(C)=O.O=C=O.C#C.N
highest occupied orbital energy: -8.323 eV

Each line ends with the Löwdin charge.
CARTESIAN COORDINATES (ANGSTROEM)
C -4.910 0.784 -0.176  0.0022
C -3.838 0.030 0.174  -0.1440
C -2.573 0.736 0.503  -0.1012
C -1.466 0.108 0.761  -0.0438
N -0.383 -0.381 0.957  0.2114
C 0.598 -1.195 1.345  -0.5277
C 1.940 -0.513 1.155  0.0065
O 0.377 -2.371 1.514  0.0736
H -4.931 1.913 -0.451  0.1005
H -5.811 0.348 -0.243  -0.0063
H -3.779 -1.051 0.273  0.0998
H -2.545 1.746 0.465  0.0786
H 2.734 -0.988 1.698  0.0654
H 2.230 -0.796 0.071  0.1068
H 1.861 0.623 1.365  0.1182
O -2.001 -3.459 0.463  0.2100
C -1.028 -3.354 -0.139  -0.4664
O -0.094 -3.357 -0.820  0.1793
C 0.238 -0.461 -2.019  0.0006
C -0.442 0.480 -2.156  0.0107
H 0.688 -1.405 -1.986  0.0129
H -0.802 1.430 -1.982  0.0129
N 5.677 1.269 -1.696  0.0049
H 6.173 0.820 -2.460  0.0067
H 5.455 2.217 -1.942  -0.0051
H 4.753 0.861 -1.763  -0.0064

***

Entry 2:
This record from OMol25 describes a molecular structure, C16H19N3O3. The level of theory is wB97M-V/def2-TZVPD.

multiplicity: 1
energy above the lowest of the compared OMol25 structures with the same formula, charge and spin: 1194.01 kJ/mol
LUMO energy: 0.14 eV
Kohn-Sham gap: 8.32 eV
highest occupied orbital energy: -8.176 eV

Each line ends with the Löwdin charge.
CARTESIAN COORDINATES (ANGSTROEM)
C -0.825 -1.303 -0.288  -0.5262
C -2.037 -0.935 -1.009  -0.3561
C 0.275 -0.972 -1.125  -0.1406
C 1.634 -0.912 -0.401  -0.2067
C 2.026 -2.005 0.302  -0.0647
C 2.615 0.162 -0.462  -0.0639
C 3.738 -0.291 0.387  -0.2527
C 3.037 1.395 -1.211  -0.0324
C 4.891 0.373 0.663  -0.0871
C 4.169 2.153 -0.862  -0.0997
C 5.119 1.612 0.097  -0.1167
C -2.056 0.920 0.505  -0.0982
C -2.074 0.405 1.925  -0.5246
C -2.958 2.280 0.362  -0.1477
C -3.529 2.225 -0.918  -0.1085
C -3.716 0.552 -0.984  -0.2285
H -0.805 -2.965 -0.962  0.1097
H -2.318 -2.737 0.256  0.2516
H -0.494 -0.750 0.691  0.1645
H 0.198 0.161 -1.341  0.1501
H 0.393 -1.528 -2.058  0.1393
H 1.557 -3.088 0.133  0.1670
H 3.924 -1.977 1.854  0.2798
H 2.101 1.781 -1.599  0.0809
H 5.701 0.019 1.532  0.1655
H 4.448 3.231 -1.204  0.1252
H 6.079 2.125 0.146  0.0940
H -0.966 1.192 0.236  0.1828
H -3.632 2.139 1.102  0.0716
H -2.738 3.360 0.728  0.1671
H -2.935 2.492 -1.699  0.0762
H -4.607 2.605 -1.058  0.1509
H -3.940 0.297 -2.115  0.1726
H -4.687 0.250 -0.750  0.1029
H -3.750 -0.584 1.251  0.1633
N -0.906 -2.677 0.092  0.0760
N 3.363 -1.653 0.656  -0.0087
N -2.799 -0.024 -0.364  -0.0898
O -2.283 -1.297 -2.254  0.0133
O -1.257 0.583 2.769  0.1547
O -3.085 -0.473 2.022  0.0937

***

Entry 3:
This record from OMol25 describes a molecular structure, C27H32ClMoP. The level of theory is wB97M-V/def2-TZVPD.

multiplicity: 3
energy above the lowest of the compared OMol25 structures with the same formula, charge and spin: 0.00 kJ/mol
LUMO energy (spin up / spin down): -8.19 / -8.19 eV
Kohn-Sham gap (spin up / spin down): 3.70 / 5.55 eV
charge: +2
highest occupied orbital energy (spin up / spin down): -11.891 / -13.743 eV

Each line ends with the Löwdin charge.
CARTESIAN COORDINATES (ANGSTROEM)
C -0.178 -0.254 -6.227  -0.1713
C 1.201 0.251 -6.159  0.0110
C -0.421 -1.669 -6.551  0.0082
C -1.306 0.687 -6.188  0.0100
Cl 0.264 0.690 -1.478  0.0283
H -0.440 -1.852 -7.642  0.1520
H -1.393 -2.004 -6.157  0.1113
H 0.368 -2.313 -6.135  0.1127
H 1.580 0.558 -7.152  0.1528
H 1.889 -0.520 -5.781  0.1125
H 1.268 1.134 -5.504  0.1156
H -1.546 1.094 -7.188  0.1525
H -1.083 1.548 -5.539  0.1154
H -2.220 0.196 -5.819  0.1124
C 1.387 -2.253 0.884  -0.1966
C 0.449 -3.071 0.152  -0.2445
C 0.643 -2.798 -1.249  -0.1660
H -0.178 -3.844 0.588  0.1157
C 1.735 -1.890 -1.374  -0.1516
C 2.154 -1.505 -0.075  -0.1486
H 2.983 -0.846 0.168  0.1186
H 1.587 -2.366 1.941  0.0968
H 0.152 -3.323 -2.065  0.1130
H 2.226 -1.648 -2.309  0.1100
C -2.477 -0.273 0.376  -0.2548
C -2.355 -1.599 0.970  -0.2255
C -2.246 -2.534 -0.117  -0.1405
H -2.465 -1.856 2.021  0.1119
C -2.343 -1.822 -1.346  -0.1007
C -2.463 -0.435 -1.053  -0.1783
H -2.605 0.357 -1.776  0.1035
H -2.656 0.646 0.922  0.1026
H -2.181 -3.609 -0.018  0.1249
H -2.409 -2.261 -2.337  0.1213
Mo -0.429 -1.008 0.103  1.1434
C -0.154 -1.038 3.725  -0.2303
P -0.109 0.160 2.353  0.9788
C -1.009 1.520 3.239  -0.3275
C -0.391 2.726 3.610  -0.0665
C -1.098 3.729 4.276  -0.0523
C -2.435 3.535 4.613  -0.0537
C -3.040 2.308 4.332  -0.0627
C -2.345 1.312 3.648  -0.1090
C 1.607 0.814 2.384  -0.3975
C 1.963 1.840 1.483  -0.1371
C 3.269 2.337 1.468  -0.0611
C 4.232 1.803 2.334  -0.0579
C 3.866 0.830 3.267  -0.0585
C 2.559 0.333 3.297  -0.0831
H 0.488 -1.913 3.573  0.0421
H 0.192 -0.482 4.606  0.0712
H -1.185 -1.369 3.896  0.0482
H 0.665 2.892 3.410  0.0998
H -0.599 4.662 4.539  0.1186
H -3.000 4.338 5.080  0.1176
H -4.064 2.134 4.657  0.1156
H -2.840 0.356 3.469  0.0979
H 1.224 2.251 0.786  0.0805
H 3.539 3.137 0.775  0.1161
H 5.263 2.155 2.281  0.1165
H 4.602 0.447 3.971  0.1158
H 2.307 -0.428 4.040  0.1008

***

Entry 4:
This record from OMol25 describes 4 unconnected molecules or ions with the total composition H8O4. The level of theory is wB97M-V/def2-TZVPD.

multiplicity: 2
energy above the lowest of the compared OMol25 structures with the same formula, charge and spin: 13.33 kJ/mol
LUMO energy (spin up / spin down): 4.15 / 4.05 eV
Kohn-Sham gap (spin up / spin down): 2.86 / 11.24 eV
charge: -1
highest occupied orbital energy (spin up / spin down): 1.291 / -7.188 eV

Each line ends with the Löwdin charge.
CARTESIAN COORDINATES (ANGSTROEM)
O -1.063 1.105 -0.867  -0.3124
H -0.116 0.892 -1.046  -0.0165
H -1.157 2.069 -0.953  -0.0303
H -1.557 0.177 0.575  -0.0152
O -1.582 -0.454 1.339  -0.2370
H -2.300 -1.068 1.121  0.0007
O 1.707 0.407 -1.339  -0.2011
H 1.648 -0.262 -2.035  0.0075
H 1.631 -0.110 -0.499  -0.0151
O 1.047 -1.097 0.903  -0.1906
H 1.612 -0.817 1.632  0.0216
H 0.132 -0.841 1.170  -0.0117

***

Entry 5:
This record from OMol25 describes 5 unconnected molecules or ions with the total composition C11H22Cl4O9. The level of theory is wB97M-V/def2-TZVPD.

multiplicity: 1
energy above the lowest of the compared OMol25 structures with the same formula, charge and spin: 0.00 kJ/mol
LUMO energy: 0.53 eV
Kohn-Sham gap: 10.96 eV
SMILES: COC(=O)OC.COC(=O)OC.COC(=O)OC.ClCCl.ClCCl
highest occupied orbital energy: -10.427 eV

Each line ends with the Löwdin charge.
CARTESIAN COORDINATES (ANGSTROEM)
C 4.453 27.804 -5.188  -0.0474
O 5.285 27.755 -4.049  0.0050
C 5.779 28.888 -3.586  -0.6080
O 5.356 30.017 -3.883  0.0828
O 6.734 28.592 -2.740  0.0107
C 7.569 29.621 -2.120  0.0028
H 3.570 28.438 -5.104  0.0962
H 4.108 26.776 -5.296  0.0951
H 5.025 28.084 -6.072  0.1011
H 7.010 30.225 -1.405  0.0831
H 7.895 30.313 -2.897  0.0979
H 8.367 29.161 -1.537  0.0936
C 3.709 31.773 -1.606  -0.0579
O 3.684 32.934 -2.391  0.0061
C 3.593 34.177 -1.897  -0.5385
O 3.413 34.498 -0.699  0.0635
O 3.905 35.041 -2.858  -0.0179
C 3.832 36.469 -2.698  -0.0518
H 3.583 30.830 -2.138  0.0848
H 2.896 31.801 -0.881  0.0919
H 4.610 31.731 -0.995  0.0940
H 3.559 36.777 -1.689  0.0951
H 3.018 36.753 -3.365  0.0139
H 4.736 36.901 -3.126  0.0483
C 0.876 39.567 5.511  -0.0233
O 1.443 39.120 4.270  0.0078
C 1.330 37.846 3.967  -0.5777
O 0.889 36.919 4.624  0.1094
O 1.972 37.641 2.771  -0.0271
C 2.076 36.347 2.252  -0.0660
H 0.970 40.647 5.621  0.0951
H 1.446 39.128 6.330  0.0953
H -0.140 39.178 5.574  0.0979
H 2.964 35.887 2.685  0.0987
H 2.349 36.461 1.203  0.0818
H 1.186 35.733 2.386  0.0997
Cl 8.538 38.189 -5.849  0.5323
C 7.170 37.951 -4.812  -1.0723
Cl 7.556 36.821 -3.512  0.5223
H 6.876 38.920 -4.407  0.0324
H 6.388 37.497 -5.420  0.0186
Cl 2.895 38.568 -5.139  0.4921
C 1.925 37.461 -6.229  -0.9443
Cl 2.766 35.910 -6.281  0.5235
H 0.872 37.280 -6.015  0.0383
H 1.936 37.871 -7.238  0.0211

***

Entry 6:
This record from OMol25 describes a single C15H14F4NO4P molecule. The level of theory is wB97M-V/def2-TZVPD.

multiplicity: 1
LUMO energy: -0.92 eV
Kohn-Sham gap: 8.09 eV
SMILES: NP(O)c1ccc2c(c1COC(F)(F)F)C(=O)C(CCCF)=CC2=O
highest occupied orbital energy: -9.017 eV

Each line ends with the Löwdin charge.
CARTESIAN COORDINATES (ANGSTROEM)
N 2.027 3.743 2.124  -0.1912
P 2.346 3.022 0.598  0.8577
O 1.219 3.807 -0.348  -0.3124
C 1.631 1.359 0.939  -0.2678
C 1.688 0.917 2.268  -0.0758
C 1.166 -0.311 2.662  0.0203
C 0.561 -1.114 1.708  -0.0851
C 0.529 -0.715 0.368  -0.0217
C 1.071 0.515 -0.051  -0.1103
C 1.001 0.914 -1.509  -0.0908
O 1.818 0.138 -2.403  0.0578
C 3.135 0.100 -2.150  -0.7341
F 3.612 1.261 -1.690  0.1374
F 3.453 -0.843 -1.262  0.1785
F 3.775 -0.184 -3.282  0.1780
C -0.167 -1.685 -0.551  -0.2961
O 0.243 -2.022 -1.624  0.1764
C -1.414 -2.275 0.038  -0.1368
C -2.623 -2.404 -0.835  -0.1167
C -2.971 -1.071 -1.511  -0.1592
C -3.931 -0.264 -0.675  -0.2094
F -4.259 0.902 -1.364  -0.0598
C -1.353 -2.641 1.317  0.0739
C -0.102 -2.399 2.072  -0.3415
O 0.337 -3.154 2.894  0.1377
H 1.764 4.710 1.950  0.0343
H 1.204 3.332 2.562  0.0294
H 1.697 4.097 -1.132  0.0366
H 2.151 1.532 3.026  0.0969
H 1.194 -0.633 3.691  0.1251
H -0.014 0.752 -1.857  0.1311
H 1.214 1.960 -1.670  0.0932
H -3.453 -2.646 -0.171  0.1150
H -2.515 -3.203 -1.561  0.1286
H -2.090 -0.448 -1.668  0.1005
H -3.405 -1.216 -2.497  0.1236
H -3.483 0.056 0.265  0.1243
H -4.862 -0.798 -0.495  0.1205
H -2.194 -3.093 1.823  0.1322

***

Entry 7:
This record from OMol25 describes a single C6H13NO molecule. The level of theory is wB97M-V/def2-TZVPD.

multiplicity: 1
energy above the lowest of the compared OMol25 structures with the same formula, charge and spin: 251.21 kJ/mol
LUMO energy: 1.01 eV
Kohn-Sham gap: 9.83 eV
SMILES: NCCC/C=C/CO
highest occupied orbital energy: -8.825 eV

Each line ends with the Löwdin charge.
CARTESIAN COORDINATES (ANGSTROEM)
N 1.997 -1.821 0.984  -0.0209
C 1.758 -0.624 1.781  -0.2676
C 1.273 0.528 0.857  -0.1960
C -0.139 1.060 1.136  -0.1744
C -1.154 0.668 0.056  -0.1039
C -1.049 -0.141 -0.976  -0.1014
C -2.002 -0.160 -2.165  -0.2197
O -2.220 1.222 -2.606  -0.0992
H 2.446 -2.568 1.491  0.0604
H 1.320 -2.080 0.299  0.0464
H 0.960 -0.745 2.523  0.0941
H 2.738 -0.404 2.201  0.1038
H 1.366 0.124 -0.146  0.0784
H 1.973 1.368 0.873  0.1042
H -0.145 2.136 0.965  0.1099
H -0.547 0.691 2.073  0.1044
H -2.107 1.143 0.256  0.1107
H -0.130 -0.623 -1.299  0.0876
H -1.654 -0.720 -3.021  0.1029
H -3.019 -0.467 -1.915  0.1084
H -1.666 1.415 -3.368  0.0721